[1]
Here is 8 unconnected molecules or ions with the total composition C4H24NO8 in a non-equilibrium geometry from the Open Molecules 2025 dataset. Energies are from ωB97M-V/def2-TZVPD.

Structure (XYZ):
```
37
Properties=species:S:1:pos:R:3:lowdin_charge:R:1
O 0.4719 -3.3927 0.1947 0.099
C -0.2594 -2.7560 0.8943 -0.182
C -0.4636 -1.2358 0.6609 -0.281
C -1.9753 -0.9541 0.7905 -0.171
C -2.1577 0.5075 0.4117 -0.106
N 0.1885 -0.9090 -0.6376 0.163
H -0.9254 -3.1759 1.6828 0.143
H 0.0992 -0.6030 1.3786 0.128
H -2.0229 -0.9002 1.9125 0.114
H -2.6188 -1.7573 0.4689 0.119
H -1.4202 1.2128 0.7624 0.067
H -2.3295 0.7691 -0.6594 0.076
H -3.1321 0.9519 0.7101 0.089
H 0.1431 0.0833 -1.0561 0.098
H -0.2568 -1.4395 -1.3800 0.107
H 1.1823 -1.1193 -0.3848 0.103
H -1.4556 1.6990 -4.2562 0.092
H -1.4524 0.5105 -3.5360 0.058
O -1.4387 1.4605 -3.3097 -0.043
H 2.2267 0.1928 0.4990 0.016
H 3.4614 -0.8137 0.8485 0.074
O 2.6864 -0.6399 0.3258 -0.030
H 0.6623 -1.1681 -3.4844 0.075
H 0.1146 -2.3775 -3.8798 0.079
O -0.1648 -1.6513 -3.2974 -0.049
H 2.7413 2.6271 0.3476 0.047
H 3.5097 3.1567 -0.9512 0.079
O 2.7102 2.7158 -0.6150 -0.043
H -0.7620 -0.8720 4.5582 0.057
H -1.4255 0.5965 4.1975 0.060
O -0.6713 -0.0008 4.1650 -0.040
H 1.2166 1.7375 1.9369 0.039
H 1.0961 0.9096 3.2437 0.035
O 1.5489 0.9626 2.3889 -0.046
H -0.3845 1.8861 -2.1423 0.027
H 1.0522 2.1347 -1.4131 0.035
O 0.2052 1.6521 -1.3754 -0.087
```

For the energy above the lowest of the compared OMol25 structures with the same formula, charge and spin, the calculation gives 75.6 kJ/mol. The HOMO energy comes out at -13.16 eV. The calculation puts the HOMO-LUMO gap at 10.6 eV. Its charge is +1.



[2]
Here is 3 unconnected molecules or ions with the total composition C5H14O2 from the Open Molecules 2025 dataset. Energies are from ωB97M-V/def2-TZVPD.

Structure (XYZ):
```
21
Properties=species:S:1:pos:R:3:lowdin_charge:R:1
C 2.1555 -0.2072 -1.4383 -0.102
C 1.2851 -0.7266 -0.3306 -0.179
C -0.0439 -0.7013 -0.3611 -0.168
C -0.9326 -1.2308 0.7240 -0.262
C -2.3195 -1.6267 0.2240 -0.115
H 1.6433 -0.3026 -2.4003 0.075
H 2.3995 0.8480 -1.2874 0.067
H 3.1010 -0.7569 -1.5049 0.070
H 1.7414 -1.0730 0.5755 0.099
H -0.5068 -0.3724 -1.2809 0.101
H -1.0685 -0.4678 1.5074 0.110
H -0.4941 -2.0864 1.2373 0.109
H -2.8970 -2.0522 1.0422 0.068
H -2.8764 -0.7640 -0.1520 0.071
H -2.2495 -2.3476 -0.5880 0.072
O 1.4203 1.4839 2.1842 -0.057
H 2.0395 2.1892 2.3990 0.037
H 1.0885 1.6909 1.3032 0.016
O -1.5983 2.0527 -1.1155 -0.055
H -0.9212 1.6865 -0.5383 0.002
H -1.1884 2.8143 -1.5430 0.040
```

For the energy above the lowest of the compared OMol25 structures with the same formula, charge and spin, the calculation gives 57.7 kJ/mol. The HOMO energy comes out at -9.23 eV. The structure (SMILES) is C/C=C/CC.O.O. The calculation puts the HOMO-LUMO gap at 9.7 eV.



[3]
Here is C5H11NO in the gas phase from the Open Molecules 2025 dataset. Energies are from ωB97M-V/def2-TZVPD.

Structure (XYZ):
```
18
Properties=species:S:1:pos:R:3:lowdin_charge:R:1
C 2.6641 0.5093 0.2006 -0.106
O 1.6065 1.0231 -0.5733 -0.137
C 0.6587 0.0115 -0.7062 -0.341
C -0.0163 -0.4931 0.5894 -0.150
N -1.2327 -0.6276 -0.2011 -0.213
C -2.4952 -0.4750 0.4648 -0.105
C -0.7586 0.4114 -1.1205 -0.111
H 3.3131 1.3352 0.4925 0.092
H 3.2361 -0.2477 -0.3590 0.095
H 2.2594 0.0279 1.1019 0.080
H 1.0472 -0.8195 -1.3143 0.156
H 0.3155 -1.3961 1.1158 0.117
H -0.0621 0.3512 1.3088 0.130
H -2.5986 0.5008 0.9745 0.084
H -2.5942 -1.2696 1.2120 0.084
H -3.3033 -0.5870 -0.2639 0.082
H -0.9600 1.4368 -0.7609 0.127
H -1.0796 0.3084 -2.1614 0.116
```

For the energy above the lowest of the compared OMol25 structures with the same formula, charge and spin, the calculation gives 235.9 kJ/mol. The HOMO energy comes out at -8.80 eV. The structure (SMILES) is COC1CN(C)C1. The calculation puts the HOMO-LUMO gap at 9.9 eV.